Entry 1:
116
Properties=species:S:1:pos:R:3:forces:R:3 method="wB97M-V/def2-TZVPD" max_force_ev_per_a=2.12 energy_ha=-1927.82307 e_homo_ha=-0.2961 lumo_energy_ha=0.0203 charge=0 multiplicity=1 smiles=c1cc[nH]c1.c1cc[nH]c1.c1cc[nH]c1.c1cc[nH]c1.c1cc[nH]c1.CCN(CC)CC.CCN(CC)CC.CCN(CC)CC
C -2.012 0.571 -5.883 0.6156 -0.0560 0.3328
C -1.682 -0.593 -6.621 0.3035 -0.3797 0.0130
C -2.792 -1.374 -6.630 -0.6818 -0.5520 0.0303
N -3.765 -0.751 -5.898 -0.1838 -0.4207 -0.3668
C -3.292 0.426 -5.431 -0.0790 1.0868 -0.4404
H -1.358 1.386 -5.643 0.0660 0.2036 -0.0582
H -0.747 -0.941 -7.023 0.1675 0.4162 -0.1186
H -3.010 -2.324 -7.087 0.1897 -0.0782 0.0032
H -4.708 -1.077 -5.848 -0.2254 0.0541 0.1670
H -3.924 1.195 -5.025 -0.1277 -0.2555 0.4159
C 3.741 -7.208 3.461 -0.0129 0.0245 0.1900
C 4.079 -5.869 3.165 1.1063 0.7775 -0.8620
C 5.318 -5.877 2.542 -0.6514 -0.8739 0.4251
N 5.740 -7.188 2.508 0.0251 0.8022 -0.2177
C 4.794 -7.997 3.064 -0.2131 0.0635 -0.0142
H 2.816 -7.536 3.902 0.0641 -0.1432 0.1414
H 3.571 -4.927 3.309 -0.3983 -0.3167 0.2014
H 5.901 -5.095 2.091 0.0544 0.1434 0.0985
H 6.557 -7.471 2.003 0.0842 -0.2821 0.1327
H 4.955 -9.053 3.159 -0.0502 -0.1602 -0.0696
C -5.353 1.021 -1.923 1.8773 -0.9210 -0.3464
C -4.292 0.092 -2.244 0.2038 1.0109 -0.2369
C -4.826 -1.136 -2.410 0.2455 -0.6579 0.8213
N -6.134 -1.069 -1.988 0.2667 -0.0187 -0.9727
C -6.442 0.236 -1.771 -1.7957 0.5173 0.4689
H -5.180 2.078 -1.961 -0.5425 0.2460 0.4574
H -3.235 0.285 -2.313 -0.0001 0.2949 -0.4226
H -4.309 -2.003 -2.788 -0.3266 -0.3279 0.3824
H -6.776 -1.823 -1.860 -0.1144 -0.2465 -0.1729
H -7.467 0.498 -1.549 0.1052 0.0470 0.0646
C -5.395 -1.751 3.181 -0.4835 -0.0428 1.5426
C -6.699 -1.204 3.058 -0.2051 0.9610 0.8018
C -6.751 -0.595 1.848 0.1083 -0.0141 -1.4958
N -5.578 -0.845 1.200 0.8194 0.3341 -0.2519
C -4.714 -1.481 2.055 0.0822 -0.4499 -1.0372
H -4.994 -2.195 4.075 0.0495 -0.1733 -0.0261
H -7.394 -0.958 3.847 -0.1259 -0.5891 0.0552
H -7.450 0.010 1.290 -0.3999 -0.0891 0.4677
H -5.372 -0.523 0.261 0.0916 -0.0395 0.3265
H -3.717 -1.781 1.802 0.0578 0.1045 -0.3036
C 5.203 -1.253 3.480 0.2434 -0.6291 -0.5507
C 6.367 -1.946 3.033 0.1728 0.1706 -0.4820
C 6.961 -2.526 4.110 -0.1101 0.0786 0.1667
N 6.169 -2.269 5.194 0.5854 0.0734 -0.1235
C 5.116 -1.478 4.826 -0.4791 -0.7203 0.3168
H 4.496 -0.800 2.807 -0.1544 0.2515 0.2657
H 6.747 -2.064 2.030 -0.1097 0.3500 -0.0433
H 7.914 -3.021 4.172 -0.0851 -0.2235 0.1699
H 6.358 -2.611 6.112 -0.0767 0.0493 0.2673
H 4.301 -1.400 5.526 -0.0352 0.5598 -0.0480
C 4.488 0.321 -4.162 -0.3046 -1.2538 -0.3842
C 3.915 0.196 -2.777 -1.2649 -0.1018 -0.2621
N 4.418 1.127 -1.785 -0.4919 0.2958 -0.2100
C 4.200 2.509 -2.208 0.4530 0.6301 -0.3111
C 2.776 2.982 -2.488 -0.6234 -0.3027 0.1772
C 3.703 0.900 -0.548 0.5318 -0.8800 0.5972
C 4.337 1.558 0.653 -0.5105 -0.1917 1.0986
H 4.302 1.296 -4.598 0.5133 0.1553 -0.0852
H 3.921 -0.384 -4.785 -0.0467 0.1390 0.0059
H 5.501 -0.075 -4.223 0.2967 0.7383 -0.0152
H 2.816 0.318 -2.910 0.1886 0.0740 0.2306
H 3.980 -0.838 -2.423 0.4632 0.1483 0.1768
H 4.768 2.665 -3.126 0.1375 0.0603 0.1106
H 4.633 3.181 -1.465 0.1426 -0.1557 0.0260
H 2.113 3.018 -1.617 0.3005 0.0028 0.1052
H 2.269 2.313 -3.184 0.0022 0.1498 -0.2624
H 2.787 3.990 -2.902 0.0927 -0.0376 -0.1206
H 2.635 1.143 -0.606 -0.0298 0.0121 -0.0904
H 3.754 -0.181 -0.364 -0.2062 0.0757 -0.0254
H 5.354 1.220 0.855 0.1427 0.2323 -0.4234
H 4.257 2.645 0.687 0.2142 0.0098 -0.1922
H 3.781 1.204 1.535 -0.0430 0.1822 -0.1086
C 1.973 -2.823 1.609 1.1507 0.0954 -0.2663
C 1.176 -1.524 1.512 0.3248 0.1449 0.4365
N 0.811 -1.078 0.153 -0.2084 -0.5617 0.4729
C -0.313 -0.158 0.257 0.4313 0.5684 -0.6053
C -1.651 -0.732 0.713 -0.0554 0.7826 0.3043
C 0.485 -2.173 -0.737 0.5306 -1.2655 0.1758
C 0.248 -1.762 -2.176 -0.7800 -0.7840 -0.0161
H 2.850 -2.784 0.942 -0.3107 0.1053 -0.1425
H 1.469 -3.760 1.379 -0.3512 0.1638 0.0672
H 2.474 -2.931 2.577 -0.5270 0.1447 0.1736
H 0.296 -1.546 2.175 0.0870 -0.4035 -0.1795
H 1.796 -0.732 1.961 -0.0229 -0.0588 -0.2253
H 0.015 0.637 0.935 -0.2312 -0.0021 0.0671
H -0.402 0.323 -0.726 -0.2205 -0.0113 0.1678
H -2.090 -1.487 0.063 0.1806 -0.0693 -0.0565
H -1.563 -1.102 1.734 -0.1723 -0.2313 -0.0944
H -2.358 0.103 0.762 -0.0643 -0.1043 -0.0316
H -0.335 -2.810 -0.341 -0.1453 0.3869 -0.2848
H 1.317 -2.886 -0.730 0.1297 0.3049 -0.0576
H 0.142 -2.661 -2.794 0.0473 -0.0427 0.1531
H 1.092 -1.227 -2.592 -0.0623 0.5287 0.0651
H -0.721 -1.263 -2.275 0.3663 0.4286 -0.2095
C -1.652 6.656 0.906 0.8953 -0.7252 -1.0553
C -3.034 5.992 0.872 0.4308 -0.8118 0.2431
N -3.020 4.562 1.274 -0.8680 0.5970 0.4021
C -2.250 3.700 0.441 0.5482 -0.8708 -0.3976
C -2.517 3.831 -1.058 0.3692 -0.1372 0.5971
C -2.838 4.250 2.685 -0.6578 1.0828 0.1682
C -3.958 4.850 3.534 -0.3731 0.5885 -0.4929
H -0.974 6.146 0.196 -0.2971 -0.1684 0.1906
H -1.148 6.524 1.863 -0.2304 0.3768 0.1768
H -1.573 7.679 0.531 -0.5385 0.1400 0.5396
H -3.722 6.546 1.510 -0.1419 -0.1697 -0.0169
H -3.452 5.942 -0.135 0.0370 0.6239 0.0830
H -1.175 3.769 0.693 0.1005 0.0759 -0.3884
H -2.516 2.657 0.666 -0.0030 0.1565 0.3181
H -1.866 3.124 -1.575 0.0727 0.1620 -0.1305
H -3.541 3.512 -1.245 -0.1249 0.3508 -0.1506
H -2.323 4.847 -1.398 -0.0863 -0.1514 -0.3512
H -1.900 4.665 3.093 0.2238 -0.6204 -0.1399
H -2.923 3.174 2.808 0.5168 -0.1449 -0.1446
H -4.109 4.284 4.449 0.0064 0.0899 0.1269
H -4.882 4.867 2.948 -0.0364 -0.3685 0.1423
H -3.784 5.905 3.763 0.1842 -0.1378 0.2637

Entry 2:
129
Properties=species:S:1:pos:R:3:forces:R:3 method="wB97M-V/def2-TZVPD" max_force_ev_per_a=5.76 energy_ha=-3715.79826 e_homo_ha=-0.3511 lumo_energy_ha=-0.0030 charge=0 multiplicity=1 relative_energy_ev=0.0000 smiles="C[C@H]1COC(=O)O1.C[C@H]1COC(=O)O1.C[C@H]1COC(=O)O1.O=S1(=O)CCCC1.O=S1(=O)CCCC1.CC(C)=O.CC(C)=O.CC(C)=O.CC(C)=O.CC(C)=O.CC(C)=O"
C -3.860 -0.536 -18.959 0.3034 1.1535 -0.2237
C -3.560 -1.063 -20.356 0.0081 -0.8281 -0.1715
C -4.508 -0.556 -21.428 -0.2255 0.9336 -0.1401
O -3.636 -0.077 -22.476 -1.4915 -0.3461 -0.8011
C -2.383 -0.078 -22.085 1.8468 0.5567 -0.3964
O -1.454 0.414 -22.685 -1.2130 -0.6919 0.6809
O -2.274 -0.715 -20.913 0.4744 0.3179 1.4069
H -3.902 0.553 -18.981 0.5929 0.3425 -0.1704
H -3.122 -0.823 -18.209 -0.0624 -0.1852 -0.1842
H -4.873 -0.697 -18.590 -0.0651 -0.9615 -0.2647
H -3.526 -2.153 -20.352 -0.2698 -0.0762 0.1486
H -5.054 0.346 -21.153 -0.2546 -0.3065 0.3997
H -5.229 -1.305 -21.755 0.2854 0.0903 -0.4147
C -6.206 7.329 -13.508 0.6527 -0.2091 0.1908
C -5.761 6.964 -12.083 -0.5900 0.4512 -0.2233
C -6.717 6.102 -11.255 0.6122 -0.0698 0.7684
O -5.795 5.165 -10.625 -0.2490 0.0301 0.1776
C -4.590 5.194 -11.234 1.9363 -4.6291 0.7317
O -3.694 4.311 -11.026 -3.5887 4.4071 -0.9101
O -4.616 6.122 -12.174 1.5720 -0.0419 -0.8643
H -5.482 7.975 -14.004 0.0816 0.0405 0.1865
H -7.173 7.820 -13.610 -0.0617 -0.1482 0.4274
H -6.182 6.406 -14.087 -0.3072 -0.0891 -0.0821
H -5.397 7.815 -11.507 -0.4462 0.2958 -0.0503
H -7.485 5.571 -11.818 0.2627 -0.1905 -0.2241
H -7.214 6.626 -10.438 0.0690 0.1717 -0.1901
C -11.933 6.202 -19.143 -0.1311 -0.5230 -0.5374
C -12.207 5.058 -20.137 1.3040 1.0334 -0.7160
C -11.024 4.773 -21.147 -1.3521 0.5491 2.0753
O -11.147 3.350 -21.332 0.4769 0.9017 -0.5848
C -12.008 2.846 -20.446 -1.8718 -3.5931 0.0972
O -12.400 1.669 -20.484 1.4465 3.6547 0.4758
O -12.449 3.782 -19.565 0.1794 -0.4952 -0.2184
H -11.576 7.067 -19.703 -0.2961 0.1245 -0.2805
H -11.124 6.048 -18.428 -0.2387 -0.5696 0.1184
H -12.872 6.472 -18.661 0.2553 0.0798 0.2545
H -13.064 5.340 -20.748 -0.3343 -0.1136 0.1538
H -10.108 5.051 -20.624 0.3818 -0.3785 -0.4038
H -11.213 5.397 -22.020 0.3735 -0.6633 -0.3641
O -11.362 7.677 -13.760 0.0795 -0.6763 -1.7111
S -11.334 7.048 -15.093 0.6075 0.3646 1.6809
O -11.522 7.850 -16.285 -0.1728 -0.3534 0.4487
C -9.733 6.137 -15.278 -0.7409 -1.1000 0.0092
C -10.120 4.667 -14.944 -0.9432 -0.1820 0.3957
C -11.556 4.404 -15.493 -0.5698 0.9785 -0.3945
C -12.496 5.600 -15.069 1.4237 0.6656 -0.2992
H -8.936 6.584 -14.683 -0.4238 0.0120 0.3626
H -9.395 6.197 -16.313 -0.4308 0.0877 -0.1457
H -9.466 3.901 -15.361 0.2093 0.3611 -0.2449
H -10.173 4.432 -13.881 0.3060 0.5284 0.2868
H -12.013 3.467 -15.176 0.3147 -0.0195 0.1934
H -11.443 4.339 -16.576 -0.3546 0.1569 -0.1565
H -12.945 5.520 -14.079 0.5714 -0.0983 0.1908
H -13.300 6.004 -15.684 0.1129 -0.7431 -0.6586
O -7.275 5.023 -19.528 -0.4987 0.7346 -0.7386
S -7.690 4.286 -18.369 -0.0797 -1.8344 1.2629
O -9.116 4.041 -18.043 2.0296 0.7305 -0.6694
C -6.753 2.661 -18.496 0.6106 0.7690 2.0867
C -6.191 2.560 -17.026 0.4218 1.7283 0.5211
C -5.616 4.039 -16.664 -0.8673 -0.5900 -1.5691
C -6.788 4.999 -16.898 -0.7073 -1.3336 -0.1449
H -5.896 2.810 -19.152 -0.2413 0.2956 -0.2284
H -7.354 1.827 -18.859 -0.2639 0.2514 0.2838
H -6.992 2.344 -16.319 -0.1650 -0.1284 -0.0695
H -5.405 1.836 -16.813 -0.1630 -0.1254 -0.6266
H -4.844 4.280 -17.393 0.3596 -0.1174 0.1247
H -5.250 4.225 -15.654 0.1030 -0.5747 -0.0157
H -6.566 6.054 -17.061 0.0397 -0.1466 -0.1329
H -7.431 4.833 -16.034 -0.4119 0.4081 -0.1764
C -6.035 8.396 -19.630 0.0655 -0.3168 0.0083
C -6.814 8.392 -20.911 0.2186 2.9492 -0.4438
C -8.057 7.590 -21.015 -0.8334 -0.5292 0.2396
O -6.536 9.225 -21.762 -0.0160 -0.8974 0.0032
H -5.016 8.768 -19.734 0.1257 -0.5950 -0.4161
H -6.129 7.405 -19.186 0.3374 0.2763 0.5385
H -6.446 9.195 -19.012 -0.6220 -0.3256 0.3174
H -7.796 6.703 -21.592 -0.3263 -0.3060 0.1702
H -8.895 8.096 -21.495 0.5112 0.3477 -0.5018
H -8.467 7.337 -20.038 0.4240 -0.4799 0.0684
C -4.728 -1.362 -15.571 -0.6212 0.2445 0.6819
C -6.219 -1.053 -15.526 0.3592 -0.4822 -0.7182
C -7.093 -1.743 -14.507 1.2299 -0.0060 0.4553
O -6.740 -0.333 -16.339 -0.1603 0.5526 -0.4238
H -4.159 -0.814 -16.322 -0.4140 -0.1105 0.0149
H -4.642 -2.442 -15.690 0.2802 -0.0148 -0.0014
H -4.348 -1.087 -14.587 0.2827 -0.2295 0.1325
H -6.523 -2.453 -13.907 -0.0572 -0.3582 -0.2579
H -7.914 -2.220 -15.042 -0.2017 0.2857 0.4273
H -7.336 -0.975 -13.772 -0.7860 0.0579 -0.1919
C -10.186 1.294 -16.999 -0.1908 -0.3385 1.7860
C -10.789 0.378 -15.891 -0.2001 0.6136 -0.9331
C -10.673 0.755 -14.431 0.5630 0.1108 -0.1107
O -11.420 -0.597 -16.203 -0.0022 -0.3854 -0.0414
H -11.019 1.613 -17.624 0.2925 -0.1893 -0.3528
H -9.391 0.738 -17.496 -0.2930 -0.0063 -0.3501
H -9.731 2.167 -16.530 -0.0411 0.0220 -0.2030
H -10.339 -0.134 -13.896 -0.0606 0.0701 0.1325
H -11.641 1.056 -14.032 -0.0473 -0.0512 -0.0865
H -9.956 1.565 -14.292 -0.0109 -0.0090 0.1653
C -2.782 6.306 -15.379 -0.9312 0.4590 -0.6541
C -3.493 6.954 -16.576 2.2836 0.5412 -0.1846
C -2.657 7.149 -17.843 0.3484 -0.7884 0.4475
O -4.593 7.423 -16.565 -1.4628 -0.0382 0.5849
H -3.498 6.070 -14.591 0.1137 -0.3262 -0.0837
H -2.119 7.069 -14.971 0.2396 0.0113 -0.0918
H -2.187 5.468 -15.743 -0.0677 -0.0731 0.3332
H -2.446 8.195 -18.066 -0.6449 0.0663 -0.0401
H -3.232 6.623 -18.605 0.1979 0.3485 -0.3962
H -1.671 6.688 -17.788 -0.0893 -0.2716 0.1036
C -4.409 3.183 -21.574 -0.1014 -0.3934 0.6678
C -3.977 4.367 -20.737 -0.4264 0.2378 0.2501
C -4.596 5.697 -21.221 1.4160 -0.3006 -0.0505
O -3.270 4.270 -19.741 -0.8615 0.2029 -1.0885
H -4.188 2.257 -21.044 0.1458 0.0573 -0.0580
H -3.998 3.109 -22.581 0.2744 0.3177 0.0774
H -5.490 3.245 -21.699 0.1443 -0.0397 0.0928
H -4.483 5.711 -22.305 -0.0978 0.0471 -0.1436
H -3.965 6.495 -20.829 -0.3456 0.1966 0.1055
H -5.652 5.848 -21.000 0.1932 -0.3377 0.2926
C -7.473 3.433 -23.025 -0.4048 -0.3902 -1.3939
C -7.690 1.927 -22.974 -0.5283 -0.4802 0.6223
C -8.869 1.280 -23.679 0.6790 -0.5941 -0.4081
O -7.041 1.228 -22.224 0.4450 0.3235 0.0021
H -7.506 3.787 -21.994 -0.0643 0.4502 -0.2685
H -8.175 3.871 -23.734 -0.8232 0.1946 0.7216
H -6.582 3.738 -23.573 0.6817 -0.4363 0.6342
H -8.751 0.199 -23.602 0.0885 0.0143 0.3050
H -8.851 1.452 -24.755 -0.4041 0.5960 0.0214
H -9.812 1.521 -23.188 -0.0253 0.4317 -0.2520